# 1
This record from OMol25 describes an isolated molecule of C3H4N2O. The level of theory is ωB97M-V/def2-TZVPD.

Properties
gap between HOMO and LUMO = 9.70 eV
electronic energy = -8201.2103 eV

Geometry (Å):
1 O 1.720 -0.760 0.713
2 N 0.714 1.061 -0.602
3 N -0.463 1.468 -0.736
4 C -0.731 -0.525 0.332
5 C 0.683 -0.321 -0.099
6 C -1.385 0.524 -0.171
7 H 0.768 -0.807 -1.088
8 H -1.114 -1.382 0.869
9 H -2.443 0.747 -0.210
10 H 2.250 -0.005 0.992

Forces on atoms 1 to 3 (eV/Å):
O 0.072 0.274 0.130
N -0.259 0.094 -0.014
N 0.342 -0.031 0.202

***

# 2
This record from OMol25 describes a cluster of 7 separate species, C16H30Cl12N2O2 in total. The level of theory is ωB97M-V/def2-TZVPD.

Properties
gap between HOMO and LUMO = 9.76 eV
electronic energy = -174415.9867 eV

Geometry (Å):
1 Cl -7.084 4.709 4.400
2 Cl 3.703 -1.811 -3.874
3 Cl 10.392 -0.733 -0.881
4 Cl -10.974 1.870 6.175
5 Cl 8.781 1.272 -2.251
6 Cl -8.527 1.434 4.651
7 Cl 6.490 -1.942 -0.498
8 Cl -1.181 -0.312 -9.177
9 Cl 1.354 0.916 -8.427
10 Cl 4.879 0.064 -1.869
11 Cl -4.495 4.021 3.250
12 Cl 2.433 -2.244 -6.462
13 O -5.454 -0.441 2.669
14 O -0.325 0.873 -0.710
15 N -3.634 -1.158 1.198
16 N 1.460 -0.806 -1.446
17 C -1.665 -1.353 2.975
18 C 1.556 -0.083 1.004
19 C -5.869 3.441 4.199
20 C 2.659 -1.242 0.643
21 C 6.505 -0.588 -1.634
22 C -0.026 -1.570 2.720
23 C 1.869 -2.022 -0.598
24 C -4.980 1.275 0.794
25 C 0.563 -0.550 -9.019
26 C -2.241 -0.643 1.594
27 C 2.695 -1.099 -5.141
28 C 0.760 0.106 -0.417
29 C 0.729 -0.143 2.418
30 C 10.407 0.621 -2.017
31 C -4.692 -0.142 1.588
32 C -9.207 1.828 6.235
33 H -3.580 -1.241 0.143
34 H -5.514 3.129 5.184
35 H 1.729 -0.822 -4.712
36 H -6.323 2.591 3.684
37 H 0.380 -1.980 3.762
38 H -1.867 -0.738 3.950
39 H 3.513 -0.657 0.059
40 H 10.794 0.275 -2.978
41 H -6.165 1.395 0.750
42 H 1.540 -0.011 3.285
43 H -2.160 -2.433 3.029
44 H 0.978 -0.807 -9.997
45 H 3.078 -1.889 1.528
46 H 3.193 -0.210 -5.534
47 H 0.194 -2.415 1.934
48 H 2.248 -0.220 -1.811
49 H -4.540 2.207 1.357
50 H -0.006 0.786 2.558
51 H -8.839 2.809 6.546
52 H 0.749 -1.364 -8.314
53 H 7.151 0.201 -1.239
54 H 2.123 0.961 1.107
55 H -2.238 0.540 1.691
56 H 0.981 -2.675 -0.184
57 H -1.521 -1.026 0.724
58 H -8.893 1.070 6.956
59 H 6.892 -0.934 -2.595
60 H 2.707 -2.711 -1.063
61 H -4.538 1.215 -0.295
62 H 11.053 1.409 -1.622

Forces on atoms 1 to 3 (eV/Å):
Cl -0.031 -0.027 0.075
Cl -0.313 -0.339 -0.516
Cl 0.049 0.025 -0.051

***

# 3
This record from OMol25 describes a structure of composition C33H57As3N2OPdS. The level of theory is ωB97M-V/def2-TZVPD.

Properties
gap between HOMO and LUMO (spin up / spin down) = 6.71 / 4.10 eV
electronic energy = -236964.0479 eV
multiplicity = 5
net charge = +4

Geometry (Å):
1 Pd -0.550 0.083 -0.376
2 As 1.940 0.306 -0.256
3 As 5.086 0.563 3.770
4 As -0.289 0.009 2.301
5 S -2.692 3.127 -0.155
6 O -1.987 1.832 0.270
7 N -2.142 -1.395 -1.007
8 N -0.942 0.291 -2.707
9 C -3.788 -2.033 0.687
10 C 0.154 2.189 -3.843
11 C -2.341 -0.406 -4.580
12 C 5.239 1.387 5.512
13 C 3.007 -0.750 1.044
14 C 2.009 1.716 -5.317
15 C -4.273 -3.047 1.478
16 C -1.650 -1.001 3.265
17 C 3.135 0.421 3.315
18 C 1.136 2.616 -4.726
19 C 2.254 2.171 0.206
20 C -3.818 -2.066 -2.656
21 C -2.564 -2.268 -0.030
22 C 6.019 1.732 2.532
23 C 2.699 -0.849 2.549
24 C 1.903 0.363 -5.030
25 C -2.293 -4.408 1.023
26 C 1.220 -1.161 2.840
27 C -0.452 -3.622 -0.489
28 C 0.046 0.815 -3.573
29 C -0.792 3.173 -3.224
30 C 0.817 -1.585 -3.871
31 C 0.930 -0.112 -4.166
32 C 3.491 -2.059 3.089
33 C -3.551 -4.237 1.633
34 C -4.351 2.635 -0.663
35 C 3.155 0.108 -1.763
36 C -0.149 1.550 3.496
37 C -3.139 3.949 1.379
38 C -4.483 -0.715 0.563
39 C -1.771 -3.440 0.203
40 C -1.937 -0.380 -3.144
41 C -2.663 -1.261 -2.176
42 H -4.247 -2.675 -1.865
43 H 1.998 2.783 -0.659
44 H -1.128 2.021 3.563
45 H 0.151 -2.710 -0.431
46 H 4.133 0.483 -1.460
47 H -3.497 -2.728 -3.465
48 H 1.205 3.669 -4.967
49 H -3.671 4.862 1.108
50 H 0.105 -4.445 -0.046
51 H -4.875 3.523 -1.020
52 H -2.223 -1.405 -5.008
53 H 2.765 2.066 -6.006
54 H 6.296 1.537 5.731
55 H 3.307 2.330 0.438
56 H -2.620 -0.515 3.170
57 H -2.222 4.213 1.903
58 H 3.441 -2.102 4.179
59 H 2.798 0.690 -2.612
60 H 4.543 -1.986 2.793
61 H 0.133 1.184 4.483
62 H 1.749 -2.092 -4.113
63 H 2.886 1.340 2.780
64 H -0.595 -3.858 -1.547
65 H -0.869 4.069 -3.837
66 H -1.747 0.293 -5.163
67 H -4.250 1.925 -1.482
68 H 6.123 1.289 1.545
69 H -5.186 -0.576 1.383
70 H -1.711 -2.016 2.879
71 H 2.659 0.438 4.297
72 H 0.572 2.289 3.153
73 H 0.043 -2.054 -4.486
74 H 1.632 2.489 1.042
75 H 3.249 -0.935 -2.060
76 H -1.733 -5.321 1.181
77 H 4.797 0.770 6.291
78 H -1.789 2.749 -3.106
79 H -5.060 -0.650 -0.365
80 H -3.396 -0.146 -4.689
81 H 3.112 -3.002 2.696
82 H 3.003 -1.757 0.618
83 H 1.098 -1.289 3.919
84 H 0.973 -2.124 2.381
85 H -1.373 -1.035 4.318
86 H 5.470 2.675 2.476
87 H -3.751 0.095 0.566
88 H -0.430 3.474 -2.239
89 H 7.011 1.918 2.942
90 H -4.890 2.191 0.172
91 H 2.582 -0.342 -5.495
92 H -4.593 -1.426 -3.082
93 H -3.950 -5.028 2.257
94 H 4.736 2.356 5.468
95 H 4.023 -0.364 0.911
96 H 0.576 -1.768 -2.820
97 H -3.766 3.306 1.994
98 H -5.222 -2.914 1.983

Forces on atoms 1 to 3 (eV/Å):
Pd 0.021 0.786 0.191
As 0.762 0.398 0.064
As -0.507 0.704 -0.108

***

# 4
This record from OMol25 describes a structure of composition C45H42N4O7P2PbS. The level of theory is ωB97M-V/def2-TZVPD.

Properties
gap between HOMO and LUMO = 5.98 eV
electronic energy = -102297.1665 eV
net charge = -2

Geometry (Å):
1 Pb 0.579 -0.276 -1.353
2 S 1.747 0.276 -3.841
3 P -2.326 1.536 2.110
4 P 0.724 0.643 2.325
5 O -0.574 -2.068 0.204
6 O 0.715 -2.529 -2.258
7 O -2.259 -6.094 -1.476
8 O -1.734 -4.699 1.130
9 O -1.699 2.424 1.003
10 O 0.182 -5.354 -3.079
11 O -0.421 3.073 1.587
12 N 5.237 -4.287 -2.895
13 N 4.753 -3.309 -0.891
14 N 3.556 -1.716 0.595
15 N 3.356 -2.979 -2.780
16 C -0.302 0.893 3.847
17 C 3.463 0.578 -3.582
18 C -3.412 2.602 -3.963
19 C -1.539 1.764 3.691
20 C 5.637 1.199 -4.497
21 C -4.136 0.296 -4.632
22 C 3.113 3.891 3.284
23 C -0.026 -3.398 -1.666
24 C -2.617 -1.142 2.723
25 C -1.340 -4.394 0.016
26 C 4.085 -2.458 -0.124
27 C -2.860 -2.462 2.380
28 C -0.648 -3.160 -0.407
29 C -3.703 1.180 -3.457
30 C 4.282 0.942 -4.664
31 C 6.233 1.096 -3.243
32 C -4.111 3.600 2.281
33 C -5.146 1.427 2.408
34 C 4.028 2.796 1.349
35 C 4.083 0.482 -2.330
36 C 2.030 1.920 2.396
37 C 4.085 3.816 2.294
38 C 3.296 -1.831 4.470
39 C 4.403 -3.489 -2.143
40 C -2.983 -2.820 1.042
41 C -2.602 -0.541 0.374
42 C -6.389 2.032 2.564
43 C -1.434 -5.237 -1.241
44 C -5.353 4.200 2.438
45 C 5.439 0.730 -2.161
46 C -0.331 -4.742 -2.153
47 C -2.479 -0.183 1.715
48 C -1.437 0.224 -2.355
49 C -4.004 2.209 2.272
50 C -2.474 0.627 -2.851
51 C -4.825 1.236 -2.413
52 C -2.855 -1.865 0.044
53 C 1.147 -2.062 2.729
54 C 2.088 2.950 3.328
55 C 3.009 1.857 1.403
56 C -6.491 3.415 2.584
57 C 1.715 -3.202 3.285
58 C 2.788 -3.089 4.159
59 C 1.642 -0.794 3.047
60 C 2.727 -0.691 3.916
61 H 3.195 -3.267 -3.731
62 H -7.277 1.420 2.666
63 H -5.728 1.675 -2.851
64 H 1.325 3.041 4.093
65 H 3.238 -3.977 4.587
66 H 5.903 -4.787 -2.332
67 H -3.079 3.236 -3.140
68 H 0.292 1.229 4.698
69 H -4.329 -0.725 -4.294
70 H -2.922 -3.221 3.150
71 H 6.235 1.484 -5.357
72 H -0.607 -0.128 4.063
73 H -4.314 3.039 -4.407
74 H 3.499 0.197 -1.467
75 H -5.068 0.234 -2.049
76 H -5.068 0.345 2.382
77 H -2.271 1.557 4.476
78 H 0.326 -2.156 2.017
79 H -2.619 2.584 -4.713
80 H 2.988 1.048 0.678
81 H -5.433 5.281 2.440
82 H -2.444 0.193 -0.408
83 H -7.461 3.884 2.699
84 H -3.349 0.254 -5.387
85 H -1.326 2.833 3.670
86 H 4.143 -1.738 5.140
87 H 2.502 -2.606 -2.357
88 H -5.048 0.694 -5.092
89 H 3.828 1.018 -5.646
90 H 4.768 2.732 0.560
91 H 4.799 -4.827 -3.621
92 H -4.524 1.845 -1.557
93 H 1.321 -4.176 3.019
94 H -3.127 -3.862 0.778
95 H 7.291 1.292 -3.114
96 H -2.892 -2.155 -0.999
97 H 5.869 0.626 -1.169
98 H 3.143 4.687 4.018
99 H 3.147 0.282 4.147
100 H 4.878 4.554 2.253
101 H -3.215 4.201 2.145
102 H -2.505 -0.866 3.766

Forces on atoms 1 to 3 (eV/Å):
Pb 0.340 0.007 0.052
S 0.127 0.027 -0.109
P -0.481 -0.227 -0.313

***

# 5
This record from OMol25 describes a structure of composition C25H31BrN10O6Sr. The level of theory is ωB97M-V/def2-TZVPD.

Properties
gap between HOMO and LUMO = 7.98 eV
electronic energy = -124495.2983 eV

Geometry (Å):
1 Sr -0.253 0.685 0.038
2 Br 5.719 2.812 -4.787
3 O 1.654 -1.147 -1.890
4 O 0.980 0.657 3.920
5 O 0.740 -4.390 6.352
6 O -0.445 1.101 2.222
7 O 2.325 -4.685 4.928
8 O 1.913 0.977 -1.224
9 N 1.384 2.416 2.560
10 N -1.240 -1.200 -1.566
11 N -1.697 -1.346 1.422
12 N -2.814 1.215 -2.040
13 N -0.264 2.729 -1.827
14 N 1.339 2.839 1.207
15 N 1.241 -4.247 5.259
16 N -2.325 2.369 0.599
17 N 1.055 -1.218 1.333
18 N 5.556 -1.052 -3.418
19 C -1.605 -2.691 3.406
20 C -3.005 -2.660 3.494
21 C 2.368 -1.079 1.346
22 C 2.635 -2.505 3.231
23 C 2.270 -0.068 -1.874
24 C 5.914 0.095 -3.999
25 C 0.590 1.301 2.950
26 C -0.762 2.232 -3.114
27 C -2.003 -1.011 -2.803
28 C -3.196 -0.104 -2.541
29 C 5.134 1.238 -3.930
30 C -2.277 2.083 -3.095
31 C 0.484 -1.983 2.298
32 C -3.008 -1.345 1.525
33 C 0.512 -3.403 4.263
34 C 3.559 0.029 -2.639
35 C 4.391 -1.075 -2.768
36 C 3.947 1.220 -3.228
37 C 1.236 -2.666 3.255
38 C -3.336 2.919 -0.300
39 C -0.982 -2.013 2.362
40 C -3.860 1.859 -1.254
41 C 3.195 -1.703 2.284
42 C -0.816 -3.406 4.368
43 C -3.719 -1.979 2.552
44 H 2.137 2.492 0.681
45 H 3.251 -2.996 3.967
46 H 4.263 -1.532 2.257
47 H -3.826 -0.581 -1.783
48 H 0.751 2.674 -1.801
49 H -4.639 2.308 -1.889
50 H -2.712 3.082 -2.985
51 H -1.637 -1.949 -1.011
52 H 3.338 2.108 -3.131
53 H -3.502 -3.174 4.309
54 H -3.807 -0.029 -3.455
55 H -2.880 3.732 -0.871
56 H -1.290 -3.958 5.167
57 H -1.348 -0.568 -3.556
58 H -0.285 1.265 -3.296
59 H -2.363 -1.947 -3.240
60 H -2.608 1.722 -4.078
61 H 4.091 -2.014 -2.320
62 H -4.194 3.357 0.220
63 H 2.796 -0.426 0.593
64 H -4.798 -1.924 2.582
65 H -2.737 1.750 1.293
66 H -1.841 3.071 1.147
67 H -0.529 3.695 -1.677
68 H 6.853 0.110 -4.539
69 H 1.357 3.850 1.192
70 H 2.297 2.401 2.989
71 H -3.549 -0.810 0.746
72 H -0.268 -1.461 -1.765
73 H -0.495 2.870 -3.962
74 H -4.358 1.084 -0.662

Forces on atoms 1 to 3 (eV/Å):
Sr -0.485 0.146 -1.468
Br 0.037 0.132 -0.065
O 0.135 0.187 -0.049